DFT (ωB97M-V with the def2-TZVPD basis set) results for C50H43MnNO3P3S4Sb as an isolated structure in a non-equilibrium geometry.

```
106
Properties=species:S:1:pos:R:3:forces:R:3:lowdin_spin:R:1
Mn 0.9320 0.0437 0.1220 0.02 -0.38 1.52 4.398
S 4.7043 -1.9245 3.8549 0.01 0.68 -0.43 0.081
Sb 4.5892 -0.0962 2.5593 -0.50 -0.77 0.14 0.057
S 2.0181 0.1450 2.1379 0.90 0.50 2.07 0.067
S 3.0202 -0.8823 0.6249 1.67 -0.76 0.03 0.066
O 0.7829 0.8013 -3.5820 -0.06 -0.02 0.00 0.011
S 0.5467 0.8608 -2.1715 -0.33 1.59 -2.59 0.011
O 1.6705 1.3411 -1.3572 0.26 0.07 -0.60 0.069
O 0.0716 -0.4219 -1.6079 -0.27 -0.19 -0.89 0.070
C -0.7980 2.0314 -1.9090 0.40 -0.27 -0.08 0.000
C -1.4607 2.4461 -3.0462 -0.01 0.08 -0.25 0.000
C -2.4999 3.3557 -2.9531 0.05 0.03 0.10 0.000
C -2.8885 3.8177 -1.7056 0.09 0.14 -0.13 0.001
C -2.2368 3.3896 -0.5647 0.19 -0.25 -0.18 0.001
C -1.1663 2.4984 -0.6494 -0.32 0.27 0.23 0.003
P 0.0496 2.3131 0.7269 -1.06 1.15 0.53 0.050
C 0.2116 4.1458 0.8011 0.54 -0.06 0.14 0.018
C -0.6246 4.9319 1.5934 0.08 -0.02 0.02 0.004
C -0.5751 6.3104 1.5042 -0.04 0.07 0.00 0.001
C 0.2844 6.9224 0.6056 -0.02 0.01 -0.01 0.001
C 1.1002 6.1458 -0.1995 0.03 0.12 -0.07 0.000
C 1.0707 4.7650 -0.1002 0.06 -0.15 0.11 0.002
C -0.6333 1.9159 2.3785 0.05 -0.12 -0.19 0.006
C -0.2021 2.6175 3.5043 -0.07 0.01 -0.12 0.001
C -0.4320 2.1111 4.7716 0.08 -0.02 0.10 0.001
C -1.0441 0.8807 4.9351 -0.04 -0.02 0.04 0.002
C -1.4142 0.1436 3.8222 0.01 -0.06 0.07 0.001
C -1.1938 0.6521 2.5588 -0.12 0.27 -0.15 0.007
H -1.1140 2.0686 -3.9947 -0.08 0.01 -0.16 0.000
H -2.9935 3.7068 -3.8462 -0.05 0.02 -0.08 0.000
H -3.6935 4.5320 -1.6212 -0.13 0.03 0.02 0.000
H -2.5494 3.7558 0.4015 -0.03 0.05 0.04 0.000
H -1.3242 4.4762 2.2791 -0.02 -0.01 -0.01 0.000
H -1.2189 6.9079 2.1343 -0.05 0.04 0.02 0.000
H 0.3054 7.9999 0.5292 0.04 0.06 -0.01 0.000
H 1.7577 6.6211 -0.9116 0.09 0.01 -0.06 0.000
H 1.7019 4.1550 -0.7333 0.07 -0.01 -0.05 0.001
H 0.3280 3.5531 3.3987 0.01 -0.02 0.03 0.000
H -0.1022 2.6730 5.6334 0.01 0.03 0.07 0.000
H -1.2086 0.4852 5.9250 -0.01 -0.06 0.12 0.000
H -1.8308 -0.8445 3.9424 -0.10 -0.16 0.00 0.000
H -1.4361 0.0696 1.6758 0.01 -0.05 0.17 0.004
C -1.6024 -2.9373 -0.7020 0.26 0.02 -0.20 0.008
N -2.8890 -2.8941 -0.0914 -0.03 0.12 0.00 0.000
C -3.2702 -1.6875 0.5599 -0.06 0.42 0.20 0.001
P -2.7741 -0.1484 -0.4174 -0.96 -0.29 0.17 0.006
C -4.0778 0.9355 0.2911 0.21 0.00 -0.04 0.001
C -4.7668 1.8416 -0.5096 -0.15 -0.21 0.02 0.000
C -5.6508 2.7476 0.0468 -0.06 0.05 -0.05 0.000
C -5.8631 2.7660 1.4153 -0.04 0.05 0.07 0.000
C -5.1914 1.8618 2.2220 -0.07 0.11 0.17 0.000
C -4.3016 0.9604 1.6662 -0.02 -0.09 -0.06 0.000
C -3.5500 -0.5494 -2.0366 0.23 0.06 0.10 0.001
C -4.9104 -0.8108 -2.1708 0.11 -0.02 -0.03 0.000
C -5.4469 -1.0764 -3.4167 -0.19 -0.09 0.02 0.000
C -4.6387 -1.0974 -4.5420 0.08 0.02 -0.02 0.000
C -3.2813 -0.8553 -4.4140 -0.03 -0.04 -0.18 0.000
C -2.7409 -0.5767 -3.1704 0.04 -0.06 0.11 0.001
C -3.7953 -3.9402 -0.1639 -0.24 -0.25 -0.03 0.000
C -3.9182 -4.7295 -1.3086 0.14 0.09 0.04 0.000
C -4.8642 -5.7357 -1.3610 -0.04 -0.12 0.04 0.000
C -5.6941 -5.9828 -0.2792 -0.09 -0.12 -0.01 0.000
C -5.5660 -5.2166 0.8681 -0.09 -0.06 -0.06 0.000
C -4.6292 -4.2054 0.9282 0.09 0.06 -0.03 0.000
P -0.1686 -2.3087 0.3566 -0.16 -1.45 0.31 0.032
C 1.1178 -3.2858 -0.5184 0.06 -0.02 -0.06 0.001
C 2.1247 -3.9442 0.1847 -0.18 -0.06 -0.09 0.001
C 3.0863 -4.6701 -0.4951 0.03 -0.02 0.07 0.000
C 3.0591 -4.7490 -1.8770 0.01 0.02 -0.09 0.001
C 2.0728 -4.0810 -2.5829 0.09 -0.06 -0.12 0.000
C 1.1138 -3.3454 -1.9117 -0.06 0.09 0.16 0.001
C -0.3196 -3.2509 1.9206 -0.04 0.41 -0.10 0.006
C -1.2472 -4.2574 2.1659 0.05 -0.01 -0.12 0.002
C -1.3030 -4.8514 3.4151 -0.07 -0.08 0.00 0.000
C -0.4296 -4.4633 4.4174 0.04 0.02 0.10 0.001
C 0.5092 -3.4716 4.1794 -0.05 -0.07 -0.01 0.000
C 0.5503 -2.8633 2.9395 0.03 0.13 -0.16 0.002
H -1.5684 -2.3147 -1.6087 0.13 -0.23 0.01 0.000
H -1.3605 -3.9709 -0.9704 -0.03 0.20 0.01 0.001
H -2.7862 -1.6084 1.5494 -0.19 0.09 0.04 0.000
H -4.3565 -1.6726 0.6875 0.20 0.00 0.10 0.000
H -4.6158 1.8280 -1.5797 -0.01 0.02 -0.01 0.000
H -6.1681 3.4478 -0.5941 -0.08 0.04 -0.04 0.000
H -6.5539 3.4746 1.8499 -0.04 0.04 0.03 0.000
H -5.3540 1.8602 3.2925 -0.01 0.00 0.00 0.000
H -3.7912 0.2663 2.3170 0.02 0.00 0.04 0.000
H -5.5519 -0.7838 -1.3018 -0.09 -0.03 0.07 0.000
H -6.5035 -1.2739 -3.5109 -0.14 -0.02 -0.01 0.000
H -5.0671 -1.2992 -5.5135 -0.02 -0.03 -0.05 0.000
H -2.6408 -0.8808 -5.2839 0.06 0.02 -0.06 0.000
H -1.6772 -0.3969 -3.0824 -0.13 -0.04 -0.03 0.001
H -3.2939 -4.5306 -2.1669 0.06 0.06 -0.09 0.000
H -4.9666 -6.3240 -2.2621 0.02 -0.03 -0.05 0.000
H -6.4327 -6.7684 -0.3271 -0.06 -0.07 -0.02 0.000
H -6.1932 -5.4129 1.7266 -0.04 -0.01 0.04 0.000
H -4.5190 -3.6287 1.8346 0.02 0.07 0.08 0.000
H 2.1618 -3.8878 1.2627 0.03 -0.03 0.03 0.000
H 3.8637 -5.1706 0.0613 0.08 -0.07 0.07 0.000
H 3.8074 -5.3204 -2.4055 0.08 -0.05 -0.03 0.000
H 2.0494 -4.1255 -3.6623 0.02 0.00 -0.07 0.000
H 0.3694 -2.8061 -2.4783 -0.02 0.02 -0.07 0.000
H -1.9229 -4.5907 1.3956 -0.06 -0.03 -0.06 0.000
H -2.0368 -5.6237 3.5977 -0.02 -0.07 0.04 0.000
H -0.4804 -4.9347 5.3852 -0.01 -0.09 0.16 0.000
H 1.2050 -3.1626 4.9458 0.05 -0.01 0.07 0.000
H 1.2640 -2.0713 2.7466 -0.02 -0.12 0.16 0.001
```
Forces are in eV/Å.

Calculated values
**Molecular weight**: 1103.786 u
**<S²>**: 8.78
**Highest occupied orbital energy (alpha / beta)**: -7.26 / -7.62 eV
**Charge**: 0
**Multiplicity**: 6
**Orbital gap (alpha / beta)**: 0.2467 / 0.2548 hartree
**LUMO energy (alpha / beta)**: -0.0200 / -0.0253 Eh